Entry from the OMol25 dataset: C26H18CoF5N5S as an isolated structure (the ωB97M-V functional and the def2-TZVPD basis).

Last column: Mulliken spin population.
Positions of all 56 atoms, in Å:
Co 0.30 -0.99 0.14  2.689
C -2.98 2.08 -5.04  -0.004
C -2.32 1.77 -3.73  0.127
C -1.40 2.65 -3.16  -0.058
C -0.78 2.34 -1.97  0.162
C -1.05 1.14 -1.27  0.021
N -0.41 0.85 -0.10  0.518
C -0.05 1.90 0.72  -0.039
C -1.02 2.88 1.02  0.107
C -0.75 3.93 1.88  -0.041
C 0.51 4.05 2.46  0.074
C 0.82 5.19 3.39  -0.004
C 1.47 3.09 2.17  -0.025
C 1.22 2.01 1.33  0.094
N 2.28 1.11 1.04  -0.006
C 3.58 1.25 1.41  0.019
C 4.28 0.21 0.87  -0.001
C 3.33 -0.54 0.17  0.024
N 2.13 0.01 0.27  0.021
C -1.97 0.24 -1.89  0.076
C -2.58 0.57 -3.08  -0.035
N -2.33 -0.98 -1.26  -0.013
C -3.56 -1.55 -1.25  0.013
C -3.45 -2.75 -0.60  -0.001
C -2.10 -2.84 -0.24  0.025
N -1.43 -1.78 -0.65  0.046
H -2.97 3.14 -5.25  0.002
H -4.01 1.72 -5.05  0.005
H -2.46 1.56 -5.85  0.015
H -1.14 3.57 -3.66  0.000
H -0.05 3.01 -1.55  -0.005
H -2.00 2.76 0.59  0.001
H -1.52 4.65 2.10  0.000
H 0.25 6.07 3.11  0.002
H 1.88 5.43 3.38  0.001
H 0.54 4.93 4.41  0.008
H 2.44 3.20 2.64  0.002
H 3.93 2.05 2.03  0.001
H 5.34 0.01 0.97  0.000
H 3.47 -1.45 -0.39  0.002
H -3.27 -0.14 -3.53  -0.001
H -4.41 -1.05 -1.68  -0.001
H -4.23 -3.46 -0.40  0.000
H -1.61 -3.63 0.31  0.004
F 2.47 -7.32 0.51  0.001
C 2.01 -6.13 0.87  0.011
C 1.91 -5.11 -0.05  0.005
F 2.28 -5.31 -1.32  0.000
C 1.43 -3.88 0.35  0.010
F 1.36 -2.89 -0.59  0.012
C 1.02 -3.60 1.65  -0.008
S 0.41 -2.05 2.15  0.147
C 1.13 -4.66 2.56  0.001
F 0.76 -4.47 3.82  -0.001
C 1.61 -5.90 2.18  -0.001
F 1.70 -6.88 3.08  0.000

## Properties
Lowest unoccupied orbital energy (alpha / beta) = -2.60 / -5.46 eV
⟨S²⟩ = 6.049
Relative energy (zero: lowest compared OMol25 entry of this formula, charge and spin) = 30.0 kJ/mol
F_max = 0.55 eV/Å
Multiplicity = 5
HOMO level (alpha / beta) = -10.424 / -10.424 eV
Total charge = +1
Gap between HOMO and LUMO (alpha / beta) = 7.8284 / 4.9650 eV